DFT (wB97M-V/def2-TZVPD) results for a cluster of 4 separate species, C4H17NO3 in total in a non-equilibrium geometry.

Computed properties:
LUMO energy (spin up / spin down) in eV: 3.01 / 3.40
Total charge: -1
Multiplicity: 2
E_HOMO (spin up / spin down) in eV: 1.03 / -6.20
Largest force on an atom in eV/A: 1.7
Gap between HOMO and LUMO (spin up / spin down) in Ha: 0.073 / 0.353
Total energy in Ha: -443.01439

CARTESIAN COORDINATES (ANGSTROEM)
C (0.4178, 1.2541, 1.2537)
C (-1.0555, 1.2059, 1.4660)
C (-1.7473, 0.9111, 0.1336)
C (-3.2672, 0.9408, 0.1727)
N (-1.3831, 0.1278, 2.4250)
H (0.8549, 1.5560, 2.2122)
H (0.8891, 0.2835, 1.0865)
H (0.7356, 1.9214, 0.4520)
H (-1.4278, 2.1134, 1.9483)
H (-1.3901, 1.6275, -0.6145)
H (-1.3067, 0.0033, -0.2727)
H (-3.6757, 0.6783, -0.7908)
H (-3.7350, 0.3550, 0.9691)
H (-3.5563, 1.9355, 0.4936)
H (-0.5827, -0.2963, 2.8671)
H (-2.0349, -0.5289, 2.0586)
H (3.6513, -0.3731, -3.7918)
H (2.2071, -0.3826, -4.2168)
O (3.0899, -0.6277, -4.5390)
H (-0.8776, -0.8389, -5.8360)
H (0.6201, -0.6352, -5.9395)
O (-0.1251, -0.4931, -5.3373)
H (3.7711, -2.1624, 5.1452)
H (2.3556, -2.6603, 4.7052)
O (2.9515, -2.5594, 5.4497)


DFT (wB97M-V/def2-TZVPD) results for a cluster of 6 separate species, C32H62N6O3P3S in total in a non-equilibrium geometry.

Computed properties:
LUMO energy in eV: -4.80
Total charge: +1
Multiplicity: 1
E_HOMO in eV: -11.40
Largest force on an atom in eV/A: 10.3
Gap between HOMO and LUMO in Ha: 0.242
Total energy in Ha: -3232.32106

CARTESIAN COORDINATES (ANGSTROEM)
C (4.4724, 2.8642, -1.4624)
O (3.8642, 1.8017, -2.2823)
C (4.8631, 0.8495, -2.7921)
C (4.3265, -0.0509, -4.0639)
C (2.9532, -0.9016, -3.7646)
C (1.6066, 0.0864, -3.8092)
C (0.5654, -0.5275, -4.9163)
C (-0.8367, 0.3031, -5.0919)
C (-1.4269, 0.9759, -3.7193)
C (-1.7084, 2.5904, -4.0523)
P (-0.1842, 3.7069, -4.4065)
O (0.1869, 3.5765, -5.9628)
C (-2.6326, 2.8733, -2.7260)
P (-3.3333, 4.6183, -2.3921)
S (-3.8190, 4.6456, -0.4677)
C (-3.6251, 1.5608, -2.6689)
N (-2.8261, 0.5576, -3.2298)
P (-3.5138, -1.0863, -3.3124)
C (-4.0109, -1.4727, -1.4687)
O (-4.9741, -1.1546, -4.2650)
H (3.7871, 3.8361, -1.5491)
H (4.3949, 2.5255, -0.3321)
H (5.5498, 3.1818, -1.7930)
H (5.7745, 1.5049, -3.1924)
H (5.3200, 0.1893, -1.9087)
H (5.1759, -0.8518, -4.2910)
H (4.1592, 0.5537, -5.0530)
H (3.0493, -1.3902, -2.6808)
H (2.8519, -1.8216, -4.5066)
H (1.1854, 0.0706, -2.6980)
H (2.0074, 1.1640, -4.0883)
H (0.3294, -1.6752, -4.7553)
H (1.1216, -0.4630, -5.9708)
H (-0.7414, 1.1203, -5.9305)
H (-1.6482, -0.4837, -5.4656)
H (-0.8199, 0.9250, -2.7204)
H (-2.4834, 2.6494, -4.9570)
H (-0.4615, 5.1160, -4.1724)
H (1.0013, 3.2540, -3.6684)
H (-1.9083, 2.6517, -1.8033)
H (-2.3036, 5.6268, -2.5385)
H (-4.5512, 4.9080, -3.1205)
H (-4.7360, 1.4764, -2.2578)
H (-4.8791, -2.2630, -1.4134)
H (-3.0490, -1.7857, -0.8536)
H (-4.4162, -0.4899, -0.9256)
H (-5.7028, -0.8563, -3.6185)
C (-2.6087, 7.2932, 5.0157)
C (-2.7759, 7.4612, 3.5088)
C (-3.5387, 6.3035, 2.8620)
C (-2.7845, 5.0030, 3.0857)
N (-2.1586, 3.9241, 3.2712)
H (-2.0194, 6.4038, 5.2603)
H (-2.0842, 8.1560, 5.4383)
H (-3.5825, 7.2093, 5.5115)
H (-1.7839, 7.5553, 3.0503)
H (-3.3112, 8.3968, 3.3128)
H (-3.6439, 6.4776, 1.7859)
H (-4.5426, 6.2166, 3.2916)
C (0.5642, -5.2166, -1.2256)
C (1.7343, -4.2478, -1.0870)
C (1.3059, -2.8638, -0.5957)
C (0.3300, -2.2472, -1.5845)
N (-0.4795, -1.7357, -2.4049)
H (-0.1601, -4.8716, -1.9703)
H (0.9208, -6.1990, -1.5510)
H (0.0433, -5.3420, -0.2695)
H (2.2377, -4.1587, -2.0574)
H (2.4621, -4.6680, -0.3841)
H (2.1806, -2.2118, -0.4998)
H (0.8266, -2.9356, 0.3867)
C (-2.4243, -7.5604, 2.9443)
C (-1.1862, -8.3701, 3.3165)
C (0.0835, -7.8663, 2.6275)
C (-0.0775, -7.9639, 1.1192)
N (-0.2110, -8.0450, -0.1320)
H (-2.6454, -7.6287, 1.8744)
H (-3.3004, -7.9375, 3.4811)
H (-2.2942, -6.5033, 3.2031)
H (-1.3587, -9.4215, 3.0559)
H (-1.0461, -8.3262, 4.4022)
H (0.9434, -8.4697, 2.9370)
H (0.2829, -6.8249, 2.9022)
C (-4.6712, -3.1577, 4.9577)
C (-4.8883, -4.5417, 5.5614)
C (-3.6470, -5.0811, 6.2746)
C (-2.4981, -5.1999, 5.2866)
N (-1.5450, -5.2985, 4.4669)
H (-3.8940, -3.1704, 4.1870)
H (-5.5914, -2.8011, 4.4843)
H (-4.3813, -2.4345, 5.7285)
H (-5.1894, -5.2328, 4.7647)
H (-5.7182, -4.4918, 6.2750)
H (-3.8578, -6.0675, 6.7011)
H (-3.3523, -4.4138, 7.0918)
C (8.3866, 4.0740, 1.6706)
C (7.8193, 5.2583, 2.4468)
C (6.2898, 5.2695, 2.4814)
C (5.7448, 5.3610, 1.0654)
N (5.2928, 5.4370, -0.1092)
H (8.0871, 4.0999, 0.6180)
H (9.4807, 4.0915, 1.6968)
H (8.0498, 3.1245, 2.1021)
H (8.1880, 6.1875, 1.9954)
H (8.2006, 5.2257, 3.4734)
H (5.9334, 6.1283, 3.0600)
H (5.9091, 4.3587, 2.9561)


DFT (wB97M-V/def2-TZVPD) results for an isolated molecule of C6H9N in a non-equilibrium geometry.

Computed properties:
LUMO energy in eV: 0.87
Multiplicity: 1
E_HOMO in eV: -10.40
Largest force on an atom in eV/A: 1.1
Gap between HOMO and LUMO in Ha: 0.414
Total energy in Ha: -288.74174

CARTESIAN COORDINATES (ANGSTROEM)
C (-1.5335, -0.8234, -0.6364)
C (-0.3589, 0.0470, -1.0354)
C (0.9971, 0.1031, -0.3779)
C (1.4713, -0.6678, 0.8353)
C (0.0266, 1.2529, -0.1965)
C (-0.6187, 1.3587, 1.0910)
N (-1.1528, 1.3817, 2.1185)
H (-1.7696, -1.5245, -1.4415)
H (-1.3469, -1.4006, 0.2726)
H (-2.4254, -0.2119, -0.4585)
H (-0.3285, 0.2650, -2.1019)
H (1.7910, 0.3112, -1.0895)
H (0.6490, -1.0265, 1.4605)
H (2.0932, -1.5217, 0.5500)
H (2.0849, -0.0084, 1.4620)
H (0.2120, 2.2008, -0.6917)


DFT (wB97M-V/def2-TZVPD) results for a cluster of 2 separate species, C43H50N3O in total in a non-equilibrium geometry.

Computed properties:
LUMO energy in eV: -4.09
Total charge: +1
Multiplicity: 1
E_HOMO in eV: -8.88
Largest force on an atom in eV/A: 2.2
Gap between HOMO and LUMO in Ha: 0.176
Total energy in Ha: -1907.74106

CARTESIAN COORDINATES (ANGSTROEM)
C (3.3201, -3.7725, 2.3221)
C (2.6483, -2.9173, 1.2516)
C (2.5204, -3.6789, -0.0684)
C (3.3924, -1.5922, 1.0629)
C (4.6638, -1.6204, 0.4932)
C (5.3370, -0.4388, 0.1899)
C (4.7258, 0.7898, 0.4403)
C (3.4534, 0.8500, 1.0046)
C (2.7359, 2.1872, 1.1785)
C (3.0597, 3.1785, 0.0569)
C (3.0205, 2.7923, 2.5469)
C (2.8320, -0.3491, 1.4089)
N (1.4762, -0.3040, 1.9266)
N (0.4890, -0.3931, 1.0008)
N (-0.6518, -0.4448, 1.7142)
C (-1.9430, -0.4572, 1.0453)
C (-2.5494, -1.6858, 0.7512)
C (-1.8423, -3.0202, 1.0070)
C (-1.7204, -3.8427, -0.2780)
C (-2.5397, -3.8119, 2.1092)
C (-3.8352, -1.6784, 0.2105)
C (-4.4811, -0.4750, -0.0699)
C (-3.8255, 0.7357, 0.1505)
C (-2.5393, 0.7594, 0.6903)
C (-1.8268, 2.1010, 0.8881)
C (-2.4907, 2.9229, 1.9878)
C (-1.7447, 2.8871, -0.4217)
C (-0.4087, -0.3847, 3.0647)
C (-1.5213, -0.3654, 4.0055)
C (0.9527, -0.2962, 3.2509)
C (1.6459, -0.1827, 4.4756)
H (3.3705, -3.2228, 3.2689)
H (2.7520, -4.6948, 2.4854)
H (4.3416, -4.0386, 2.0202)
H (1.6391, -2.6581, 1.5902)
H (1.9937, -3.0694, -0.8122)
H (3.5074, -3.9379, -0.4728)
H (1.9526, -4.6047, 0.0783)
H (5.1167, -2.5861, 0.2586)
H (6.3306, -0.4742, -0.2588)
H (5.2345, 1.7152, 0.1648)
H (1.6622, 1.9569, 1.1155)
H (2.9192, 2.7167, -0.9269)
H (2.3917, 4.0443, 0.1208)
H (4.0921, 3.5412, 0.1300)
H (2.7037, 2.1133, 3.3466)
H (4.0971, 2.9790, 2.6620)
H (2.4849, 3.7417, 2.6626)
H (-0.8282, -2.7722, 1.3441)
H (-1.1829, -3.2740, -1.0458)
H (-1.1662, -4.7687, -0.0869)
H (-2.7110, -4.1034, -0.6722)
H (-2.5999, -3.2256, 3.0338)
H (-3.5603, -4.0801, 1.8051)
H (-1.9870, -4.7339, 2.3223)
H (-4.3274, -2.6329, 0.0100)
H (-5.4941, -0.4803, -0.4729)
H (-4.3085, 1.6836, -0.0967)
H (-0.8018, 1.8622, 1.1979)
H (-2.5300, 2.3634, 2.9299)
H (-1.9280, 3.8473, 2.1616)
H (-3.5179, 3.1875, 1.7033)
H (-1.2194, 2.2995, -1.1831)
H (-2.7460, 3.1283, -0.7994)
H (-1.1935, 3.8214, -0.2689)
H (-1.1196, -0.3453, 5.0266)
H (-2.1614, 0.5261, 3.8748)
H (-2.1624, -1.2594, 3.9052)
H (1.4157, -0.9782, 5.1914)
H (2.6281, 0.2820, 4.4592)
C (4.0474, 5.7623, 9.9692)
C (3.4098, 5.7798, 8.7203)
C (2.7989, 4.6281, 8.2251)
C (2.8348, 3.4182, 8.9641)
C (2.2692, 2.2064, 8.4209)
O (2.2674, 1.1880, 9.3204)
C (1.5403, 0.0447, 9.0582)
C (0.8926, -0.1289, 7.8126)
C (0.0720, -1.2814, 7.7033)
C (-0.1199, -2.1239, 8.7871)
C (0.5323, -1.8942, 10.0078)
C (1.4076, -0.8224, 10.1342)
C (1.0955, 0.8430, 6.7986)
C (1.7602, 2.0183, 7.1419)
C (3.4102, 3.4367, 10.2586)
C (4.0201, 4.5904, 10.7429)
H (4.5518, 6.6553, 10.3450)
H (3.3933, 6.6936, 8.1245)
H (2.2818, 4.6290, 7.2643)
H (-0.4023, -1.4805, 6.7411)
H (-0.7885, -2.9811, 8.6958)
H (0.3734, -2.5548, 10.8552)
H (1.9625, -0.6286, 11.0520)
H (0.4694, 0.8355, 5.9030)
H (1.9033, 2.8193, 6.4196)
H (3.3908, 2.5401, 10.8767)
H (4.4805, 4.5693, 11.7308)